Entry 1:
A molecular structure, C36H57N7P2STi. Source: OMol25; level of theory: ωB97M-V with the def2-TZVPD basis set.

CARTESIAN COORDINATES (ANGSTROEM)
Ti1 -0.73 -0.24 0.10
C1 -3.26 3.47 -0.26
C2 -2.18 2.47 -0.02
N1 -2.33 1.21 -0.26
N2 -3.56 0.81 -0.74
C3 -3.89 -0.35 -0.27
N3 -5.10 -0.85 -0.56
S1 -2.86 -1.29 0.79
C4 -0.90 2.85 0.59
C5 -0.65 4.15 1.00
C6 0.52 4.44 1.67
C7 1.41 3.41 1.92
C8 1.10 2.15 1.45
N4 -0.01 1.85 0.78
H1 -4.22 2.97 -0.32
H2 -3.09 3.97 -1.22
H3 -3.29 4.23 0.51
H4 -5.75 -0.29 -1.09
H5 -5.39 -1.74 -0.21
H6 -1.37 4.92 0.80
H7 0.73 5.45 2.00
H8 2.34 3.57 2.46
H9 1.79 1.34 1.62
C9 1.76 -2.29 3.21
C10 2.44 -1.15 2.44
C11 3.96 -1.21 2.62
P1 1.81 -1.08 0.69
C12 3.09 -0.43 -0.48
C13 3.48 1.04 -0.29
C14 4.33 -1.30 -0.69
C15 1.62 -2.78 0.12
C16 2.51 -3.83 0.34
C17 2.35 -5.04 -0.31
C18 1.32 -5.17 -1.23
C19 0.42 -4.14 -1.46
C20 0.55 -2.95 -0.75
N5 -0.33 -1.85 -0.88
C21 -1.38 -1.83 -1.84
C22 -2.33 -2.86 -1.95
C23 -3.35 -2.75 -2.87
C24 -3.48 -1.59 -3.64
C25 -2.58 -0.56 -3.51
C26 -1.49 -0.68 -2.63
P2 -0.15 0.53 -2.42
C27 1.07 -0.04 -3.70
C28 1.45 -1.52 -3.65
C29 2.30 0.86 -3.80
C30 -0.79 2.13 -3.09
C31 -0.87 2.24 -4.62
C32 0.02 3.33 -2.55
H10 1.79 -2.09 4.28
H11 2.28 -3.23 3.03
H12 0.72 -2.46 2.92
H13 2.12 -0.20 2.90
H14 4.38 -2.11 2.20
H15 4.18 -1.21 3.69
H16 4.46 -0.35 2.18
H17 2.50 -0.48 -1.40
H18 3.89 1.24 0.70
H19 2.65 1.72 -0.48
H20 4.27 1.29 -1.01
H21 5.02 -1.25 0.15
H22 4.86 -0.93 -1.57
H23 4.08 -2.34 -0.88
H24 3.35 -3.70 1.01
H25 3.04 -5.85 -0.13
H26 1.20 -6.10 -1.78
H27 -0.35 -4.27 -2.20
H28 -2.27 -3.71 -1.29
H29 -4.07 -3.55 -2.97
H30 -4.30 -1.50 -4.35
H31 -2.72 0.34 -4.08
H32 0.48 0.10 -4.61
H33 2.05 -1.78 -2.78
H34 2.05 -1.75 -4.54
H35 0.57 -2.16 -3.67
H36 2.97 0.75 -2.95
H37 2.05 1.92 -3.89
H38 2.87 0.59 -4.69
H39 -1.80 2.18 -2.69
H40 0.13 2.33 -5.06
H41 -1.41 3.15 -4.88
H42 -1.37 1.41 -5.10
H43 0.88 3.53 -3.17
H44 0.38 3.17 -1.53
H45 -0.60 4.23 -2.55
C33 -1.93 -0.68 4.96
C34 -1.64 0.71 4.40
C35 -0.31 1.24 4.92
C36 -2.77 1.67 4.77
N6 -1.62 0.73 2.91
N7 -0.73 -0.24 2.34
H46 -2.09 -0.63 6.03
H47 -1.11 -1.38 4.80
H48 -2.84 -1.10 4.51
H49 -0.34 1.33 6.00
H50 -0.09 2.22 4.50
H51 0.52 0.56 4.69
H52 -2.85 1.76 5.85
H53 -3.73 1.32 4.39
H54 -2.58 2.67 4.35
H55 -2.54 0.48 2.56
H56 -0.93 -1.17 2.72
H57 0.20 0.00 2.67

Output
* net charge: +2
* total energy: -101206.4119 eV
* strongest force on any atom: 0.006 hartree/bohr
* Kohn-Sham gap: 0.24604 Ha
* energy relative to the best compared isomer or geometry (same formula, charge and spin): 0.146 eV

These are the Löwdin partial charges, in e, on atoms 1 to 5: 0.726 0.016 -0.258 -0.092 0.021

Entry 2:
5 unconnected molecules or ions with the total composition C36H57N9O5PS. Source: OMol25; level of theory: ωB97M-V with the def2-TZVPD basis set.

CARTESIAN COORDINATES (ANGSTROEM)
C1 1.39 0.38 6.52
C2 0.09 -0.54 6.98
C3 -0.83 -1.04 5.68
O1 -1.26 -0.11 4.82
O2 -1.15 -2.48 5.48
C4 -1.36 -2.79 4.06
C5 -1.46 -4.44 3.94
N1 -0.45 -5.04 2.98
C6 -0.84 -6.43 2.52
C7 -1.74 -6.33 1.13
C8 -0.85 -6.54 -0.25
S1 0.01 -8.20 -0.36
C9 0.96 -5.08 3.61
N2 1.10 -5.88 4.72
C10 2.43 -6.01 5.40
N3 2.02 -4.28 2.91
C11 3.06 -5.10 2.21
C12 3.57 -4.48 0.76
C13 2.33 -4.04 -0.24
N4 2.81 -3.06 -1.29
C14 2.99 -1.66 -0.75
C15 1.85 -0.60 -1.28
C16 2.40 0.93 -1.66
C17 1.28 2.01 -2.24
C18 -0.32 1.63 -2.44
C19 -0.88 0.12 -2.03
C20 0.25 -0.97 -1.45
O3 -0.29 -2.31 -1.11
P1 2.65 -2.91 3.83
N5 2.31 -1.56 2.95
O4 1.95 -2.66 5.40
O5 4.43 -2.95 3.92
H1 1.53 1.18 7.39
H2 1.22 0.98 5.53
H3 2.40 -0.24 6.49
H4 0.56 -1.51 7.49
H5 -0.59 0.04 7.76
H6 -2.43 -2.35 3.78
H7 -0.52 -2.37 3.35
H8 -2.53 -4.68 3.48
H9 -1.39 -4.91 5.02
H10 -1.50 -7.01 3.31
H11 0.13 -7.08 2.36
H12 -2.14 -5.20 1.08
H13 -2.62 -7.10 1.20
H14 -0.05 -5.67 -0.32
H15 -1.57 -6.41 -1.17
H16 1.39 -7.97 -0.09
H17 0.28 -6.42 5.13
H18 2.32 -6.91 6.18
H19 2.71 -5.06 6.08
H20 3.33 -6.31 4.71
H21 4.04 -5.31 2.83
H22 2.59 -6.17 2.00
H23 4.18 -5.32 0.17
H24 4.33 -3.59 0.93
H25 2.00 -5.02 -0.83
H26 1.40 -3.67 0.38
H27 2.07 -3.07 -2.03
H28 3.08 -1.72 0.43
H29 4.04 -1.23 -1.12
H30 3.54 1.16 -1.52
H31 1.69 3.09 -2.53
H32 -1.11 2.41 -2.87
H33 -2.00 -0.22 -2.16
H34 -0.77 -2.17 -0.23
H35 3.19 -1.07 2.67
H36 2.67 -2.82 6.10
H37 4.74 -2.26 4.61
N6 -2.71 4.72 -3.96
C21 -2.89 4.92 -2.62
C22 -2.96 6.28 -2.40
C23 -2.83 6.92 -3.66
C24 -2.68 5.93 -4.60
H38 -2.62 3.82 -4.41
H39 -2.94 4.09 -1.93
H40 -3.09 6.76 -1.44
H41 -2.84 7.98 -3.85
H42 -2.55 5.98 -5.68
N7 0.18 4.63 -8.83
C25 -0.16 5.23 -7.64
C26 -0.44 4.24 -6.73
C27 -0.26 3.00 -7.38
C28 0.12 3.27 -8.68
H43 0.42 5.12 -9.68
H44 -0.17 6.31 -7.55
H45 -0.73 4.40 -5.70
H46 -0.39 2.01 -6.96
H47 0.36 2.62 -9.51
N8 -4.20 2.27 1.68
C29 -4.25 2.49 0.33
C30 -5.34 3.29 0.07
C31 -5.97 3.56 1.31
C32 -5.24 2.92 2.29
H48 -3.51 1.71 2.16
H49 -3.51 2.07 -0.33
H50 -5.65 3.64 -0.90
H51 -6.86 4.16 1.48
H52 -5.38 2.87 3.36
N9 0.08 8.12 -4.77
C33 0.22 9.44 -4.45
C34 1.52 9.80 -4.70
C35 2.19 8.65 -5.18
C36 1.27 7.63 -5.22
H53 -0.78 7.58 -4.68
H54 -0.62 10.01 -4.08
H55 1.95 10.78 -4.54
H56 3.23 8.58 -5.48
H57 1.37 6.60 -5.53

Output
* net charge: +1
* total energy: -82004.2204 eV
* strongest force on any atom: 0.167 hartree/bohr
* Kohn-Sham gap: 0.13989 Ha

These are the Löwdin partial charges, in e, on atoms 1 to 5: -0.124 -0.134 -0.240 -0.029 -0.128

Entry 3:
A molecular structure, C36H58BrN3O2SSbSi3Ta. Source: OMol25; level of theory: ωB97M-V with the def2-TZVPD basis set.

CARTESIAN COORDINATES (ANGSTROEM)
Ta1 -0.16 -0.43 1.52
C1 6.26 -2.14 -3.98
C2 6.36 -2.46 -2.47
C3 7.58 -1.72 -1.87
C4 6.74 -3.92 -2.49
C5 4.98 -2.04 -1.79
C6 3.97 -2.88 -1.33
C7 2.73 -2.37 -0.96
Br1 1.42 -3.67 -0.63
C8 2.43 -0.99 -0.77
O1 1.29 -0.67 -0.19
C9 3.42 -0.08 -1.32
C10 4.60 -0.66 -1.80
C11 3.34 1.43 -1.35
C12 2.32 2.05 -0.37
C13 4.69 2.09 -0.91
C14 3.18 1.92 -2.80
H1 7.22 -2.33 -4.48
H2 6.01 -1.10 -4.17
H3 5.48 -2.71 -4.51
H4 8.42 -2.03 -2.47
H5 7.71 -1.97 -0.79
H6 7.49 -0.60 -1.96
H7 7.63 -4.00 -3.14
H8 6.04 -4.65 -2.95
H9 7.07 -4.32 -1.52
H10 4.06 -3.96 -1.34
H11 5.33 -0.02 -2.20
H12 2.55 1.71 0.64
H13 1.30 1.70 -0.61
H14 2.39 3.13 -0.51
H15 4.98 1.78 0.13
H16 4.60 3.21 -0.99
H17 5.48 1.84 -1.61
H18 2.42 1.38 -3.37
H19 4.14 1.80 -3.34
H20 2.97 3.03 -2.90
C15 -2.93 -3.18 -0.23
Sb1 -2.92 -1.14 0.62
C16 -1.44 -0.47 3.19
C17 -1.79 0.93 3.59
C18 -1.04 1.43 4.73
C19 -1.46 2.49 5.45
C20 -2.69 3.13 5.06
C21 -3.24 2.75 3.83
N1 -2.76 1.75 3.05
Si1 -2.34 -1.61 4.44
C22 -1.52 -1.56 6.13
C23 -4.13 -1.10 4.80
C24 -2.36 -3.51 3.79
C25 -2.43 0.52 -1.03
C26 -1.53 1.60 -0.48
C27 -1.53 2.90 -1.04
C28 -0.92 3.99 -0.38
C29 -0.36 3.78 0.93
C30 -0.40 2.52 1.47
N2 -0.81 1.42 0.76
Si2 -4.23 1.28 -0.96
C31 -4.37 2.52 -2.39
C32 -5.53 -0.08 -0.97
C33 -4.45 2.27 0.60
Si3 -1.96 -0.16 -2.72
C34 -0.91 -1.74 -2.73
C35 -0.99 1.18 -3.71
C36 -3.43 -0.69 -3.82
H21 -3.31 -3.85 0.52
H22 -1.94 -3.50 -0.46
H23 -3.58 -3.25 -1.10
H24 -0.19 0.82 5.05
H25 -0.93 2.76 6.39
H26 -3.09 4.02 5.53
H27 -4.09 3.27 3.38
H28 -1.51 -0.53 6.55
H29 -0.44 -1.89 5.97
H30 -1.98 -2.18 6.92
H31 -4.22 -0.08 4.41
H32 -4.29 -1.14 5.93
H33 -4.87 -1.77 4.31
H34 -1.74 -4.14 4.43
H35 -1.85 -3.48 2.81
H36 -4.10 -3.65 2.93
H37 -1.86 3.00 -2.07
H38 -0.85 4.94 -0.89
H39 0.20 4.60 1.44
H40 0.11 2.35 2.42
H41 -3.80 2.16 -3.29
H42 -3.89 3.47 -2.06
H43 -5.43 2.66 -2.75
H44 -5.12 -1.10 -1.17
H45 -6.29 0.14 -1.77
H46 -6.07 -0.15 0.00
H47 -5.06 3.18 0.36
H48 -3.55 2.57 1.18
H49 -5.04 1.71 1.32
H50 -0.21 -1.83 -1.89
H51 -0.27 -1.71 -3.64
H52 -1.51 -2.68 -2.78
H53 -0.14 1.60 -3.16
H54 -1.60 1.97 -4.16
H55 -0.51 0.59 -4.58
H56 -4.07 -1.43 -3.33
H57 -3.02 -1.11 -4.74
H58 -4.06 0.20 -4.13
O2 -3.68 -4.01 3.77
S1 2.61 0.75 3.31
N3 1.28 0.16 2.68

Output
* net charge: +2
* total energy: -159419.5829 eV
* strongest force on any atom: 0.091 hartree/bohr
* Kohn-Sham gap (alpha / beta): 0.14186 / 0.14646 Ha
* energy relative to the best compared isomer or geometry (same formula, charge and spin): 3.482 eV

These are the Löwdin partial charges, in e, on atoms 1 to 5: 1.533 -0.057 -0.527 -0.036 -0.087

Entry 4:
17 unconnected molecules or ions with the total composition C36H58FN18. Source: OMol25; level of theory: ωB97M-V with the def2-TZVPD basis set.

CARTESIAN COORDINATES (ANGSTROEM)
N1 4.01 1.56 1.48
C1 3.18 2.46 0.59
C2 2.22 3.34 1.51
N2 1.25 2.61 2.32
C3 0.59 1.53 1.60
C4 -0.52 2.00 0.52
F1 0.16 2.47 -0.65
H1 4.97 1.95 1.49
H2 4.09 0.68 0.96
H3 3.90 3.14 0.04
H4 2.62 1.84 -0.17
H5 2.90 3.90 2.23
H6 1.76 4.17 0.85
H7 -0.03 0.97 2.39
H8 1.27 0.74 1.14
H9 -1.16 1.07 0.32
H10 -1.12 2.86 0.93
C5 3.82 0.98 -3.40
C6 4.71 0.72 -2.23
N3 5.39 0.54 -1.31
H11 4.10 0.34 -4.24
H12 2.79 0.79 -3.12
H13 3.92 2.03 -3.71
C7 -1.89 0.81 -1.91
C8 -0.47 0.47 -2.21
N4 0.64 0.22 -2.43
H14 -2.52 -0.07 -2.07
H15 -1.99 1.14 -0.87
H16 -2.23 1.61 -2.57
C9 -3.24 -3.28 -0.30
C10 -4.24 -2.30 -0.79
N5 -5.03 -1.53 -1.17
H17 -3.51 -3.62 0.70
H18 -3.20 -4.14 -0.97
H19 -2.25 -2.81 -0.27
C11 7.86 3.93 0.83
C12 6.75 3.67 1.80
N6 5.87 3.44 2.54
H20 7.60 3.52 -0.14
H21 8.02 5.00 0.73
H22 8.78 3.46 1.19
C13 -8.26 -1.37 -1.69
C14 -9.32 -1.91 -2.59
N7 -10.15 -2.33 -3.29
H23 -8.21 -0.29 -1.79
H24 -8.48 -1.63 -0.66
H25 -7.29 -1.79 -1.97
C15 -3.91 2.33 3.17
C16 -3.79 1.47 1.96
N8 -3.70 0.80 1.02
H26 -4.37 1.76 3.98
H27 -2.93 2.68 3.49
H28 -4.54 3.19 2.95
C17 3.08 5.45 -3.02
C18 4.30 4.91 -2.35
N9 5.25 4.49 -1.83
H29 2.54 4.64 -3.50
H30 2.43 5.91 -2.27
H31 3.36 6.19 -3.76
C19 8.53 3.58 -3.36
C20 9.42 3.65 -2.16
N10 10.13 3.71 -1.24
H32 7.97 4.51 -3.46
H33 9.13 3.42 -4.25
H34 7.82 2.75 -3.25
C21 -7.01 -0.72 2.18
C22 -7.06 0.23 3.33
N11 -7.11 0.96 4.23
H35 -6.09 -1.32 2.23
H36 -7.87 -1.38 2.20
H37 -7.01 -0.17 1.24
C23 -11.10 -2.64 0.90
C24 -9.62 -2.80 0.80
N12 -8.47 -2.92 0.73
H38 -11.59 -3.58 0.65
H39 -11.37 -2.34 1.91
H40 -11.43 -1.87 0.20
C25 -5.46 -6.65 -0.40
C26 -3.97 -6.70 -0.27
N13 -2.82 -6.73 -0.16
H41 -5.86 -5.86 0.23
H42 -5.73 -6.46 -1.44
H43 -5.89 -7.61 -0.09
C27 0.81 -6.96 2.00
C28 0.11 -5.75 2.52
N14 -0.44 -4.81 2.92
H44 1.42 -7.40 2.79
H45 0.08 -7.70 1.67
H46 1.45 -6.69 1.16
C29 0.62 -3.80 -2.74
C30 -0.84 -3.52 -2.88
N15 -1.97 -3.28 -2.99
H47 1.06 -3.10 -2.03
H48 0.77 -4.82 -2.38
H49 1.12 -3.69 -3.70
C31 6.69 6.63 4.24
C32 5.85 7.77 4.71
N16 5.20 8.66 5.07
H50 7.28 6.25 5.07
H51 6.06 5.84 3.85
H52 7.36 6.97 3.45
C33 -8.54 -5.46 2.08
C34 -8.73 -6.34 0.89
N17 -8.88 -7.03 -0.04
H53 -8.94 -5.95 2.97
H54 -7.48 -5.27 2.23
H55 -9.06 -4.51 1.92
C35 12.93 0.57 -1.90
C36 11.92 0.81 -2.97
N18 11.13 1.00 -3.80
H56 13.02 1.46 -1.27
H57 12.62 -0.27 -1.29
H58 13.90 0.35 -2.35

Output
* net charge: -1
* total energy: -67803.9779 eV
* strongest force on any atom: 0.060 hartree/bohr
* Kohn-Sham gap: 0.09312 Ha

These are the Löwdin partial charges, in e, on atoms 1 to 5: -0.031 -0.309 -0.399 -0.184 -0.372

Question: Among the records above, which one has the lowest net charge?
Answer: C36H58FN18

Question: Which formula does entry 1 have?
Answer: C36H57N7P2STi

Question: Number 3 is which compound?
Answer: C36H58BrN3O2SSbSi3Ta

Question: Which of these has the highest total energy?
Answer: C36H58FN18